DFT (the ωB97M-V functional and the def2-TZVPD basis) results for 12 unconnected molecules or ions with the total composition C27H64B7F28N7O3.

Last columns: bonded neighbours and bond lengths (Å).
Positions of all 136 atoms, in Å:
1 C 0.31363 -3.08036 3.04062  C2 1.520, H9 1.090, H10 1.090, H11 1.090
2 C 1.12655 -3.73449 4.14591  C1 1.520, N3 1.457, H12 1.090, H13 1.090
3 N 1.42940 -2.79702 5.22001  C2 1.457, C4 1.370, C7 1.405
4 C 0.71194 -2.68357 6.38137  N3 1.370, C5 1.363, H14 1.080
5 C 1.25784 -1.73426 7.19298  C4 1.363, N6 1.327, H15 1.080
6 N 2.42501 -1.31665 6.71887  C5 1.327, C7 1.381, C8 1.434
7 C 2.54707 -2.00261 5.52698  N3 1.405, N6 1.381, H16 1.080
8 C 3.37305 -0.38986 7.26413  N6 1.434, H17 1.090, H18 1.090, H19 1.090
9 H 0.10006 -3.81103 2.26049  C1 1.090
10 H 0.77999 -2.23849 2.52889  C1 1.090
11 H -0.61573 -2.62852 3.38738  C1 1.090
12 H 2.08927 -4.08527 3.77412  C2 1.090
13 H 0.57399 -4.58052 4.55457  C2 1.090
14 H -0.05907 -3.41541 6.57201  C4 1.080
15 H 0.92251 -1.42988 8.17344  C5 1.080
16 H 3.44112 -1.87906 4.93384  C7 1.080
17 H 2.97580 0.55427 7.63683  C8 1.090
18 H 4.20119 -0.10577 6.61485  C8 1.090
19 H 3.85281 -0.84826 8.12888  C8 1.090
20 C 4.21860 3.65485 -0.36177  C21 1.538, H28 1.090, H29 1.090, H30 1.090
21 C 4.83356 4.57666 0.70531  C20 1.538, N22 1.431, H31 1.090, H32 1.090
22 N 5.19652 5.84328 0.14706  C21 1.431, C23 1.384, C26 1.335
23 C 6.17014 5.89998 -0.83542  N22 1.384, C24 1.377, H33 1.080
24 C 6.37998 7.23999 -1.07050  C23 1.377, N25 1.393, H34 1.080
25 N 5.46135 7.95050 -0.30092  C24 1.393, C26 1.365, C27 1.451
26 C 4.85161 7.06994 0.54482  N22 1.335, N25 1.365, H35 1.080
27 C 5.35074 9.39489 -0.21349  N25 1.451, H36 1.090, H37 1.090, H38 1.090
28 H 4.95375 3.43806 -1.13679  C20 1.090
29 H 3.40310 4.05459 -0.96448  C20 1.090
30 H 3.88249 2.74340 0.13260  C20 1.090
31 H 5.69294 4.04610 1.11529  C21 1.090
32 H 4.09702 4.71768 1.49633  C21 1.090
33 H 6.67848 5.02105 -1.20349  C23 1.080
34 H 6.96739 7.72966 -1.83311  C24 1.080
35 H 4.09306 7.30130 1.27794  C26 1.080
36 H 4.44232 9.77280 -0.68259  C27 1.090
37 H 6.27173 9.80136 -0.63141  C27 1.090
38 H 5.35734 9.67681 0.83940  C27 1.090
39 C -5.91853 -4.38962 -2.09179  N40 1.534, H46 1.090, H47 1.090, H48 1.090
40 N -7.02640 -3.33168 -2.17862  C39 1.534, C41 1.571, C42 1.510, C43 1.580
41 C -8.41162 -3.96552 -2.56103  N40 1.571, H49 1.090, H50 1.090, H51 1.090
42 C -7.14843 -2.61410 -0.85557  N40 1.510, H52 1.090, H53 1.090, H54 1.090
43 C -6.60494 -2.32590 -3.32238  N40 1.580, C44 1.562, H55 1.090, H56 1.090
44 C -5.47178 -1.33966 -2.89521  C43 1.562, O45 1.382, H57 1.090, H58 1.090
45 O -4.21444 -1.90895 -2.81723  C44 1.382, H59 0.960
46 H -4.90161 -4.03573 -1.92225  C39 1.090
47 H -6.03271 -4.99365 -2.99191  C39 1.090
48 H -6.29360 -5.00555 -1.27445  C39 1.090
49 H -8.14498 -4.21643 -3.58770  C41 1.090
50 H -9.15765 -3.17495 -2.48028  C41 1.090
51 H -8.63593 -4.84934 -1.96383  C41 1.090
52 H -7.48583 -1.59256 -1.03085  C42 1.090
53 H -6.17607 -2.66194 -0.36535  C42 1.090
54 H -7.91389 -3.11266 -0.26092  C42 1.090
55 H -7.48619 -1.73603 -3.57450  C43 1.090
56 H -6.42008 -2.91367 -4.22152  C43 1.090
57 H -5.69030 -0.73002 -2.01847  C44 1.090
58 H -5.44577 -0.61483 -3.70887  C44 1.090
59 H -3.71110 -1.58050 -2.06865  O45 0.960
60 C -3.69339 1.55524 2.56192  N61 1.500, H67 1.090, H68 1.090, H69 1.090
61 N -2.39866 2.24488 2.24810  C60 1.500, C62 1.542, C63 1.520, C64 1.523
62 C -2.33909 2.44900 0.72102  N61 1.542, H70 1.090, H71 1.090, H72 1.090
63 C -2.41206 3.61028 2.91553  N61 1.520, H73 1.090, H74 1.090, H75 1.090
64 C -1.27671 1.30566 2.66959  N61 1.523, C65 1.562, H76 1.090, H77 1.090
65 C -1.34173 0.61414 4.06886  C64 1.562, O66 1.473, H78 1.090, H79 1.090
66 O -1.46351 1.70451 5.05098  C65 1.473, H80 0.960
67 H -4.55281 2.15603 2.26435  C60 1.090
68 H -3.69939 1.45576 3.64735  C60 1.090
69 H -3.76136 0.64081 1.97260  C60 1.090
70 H -2.25812 1.52048 0.15587  C62 1.090
71 H -1.55584 3.17147 0.49157  C62 1.090
72 H -3.30005 2.79936 0.34432  C62 1.090
73 H -2.95161 4.31729 2.28536  C63 1.090
74 H -1.40144 3.97960 3.08973  C63 1.090
75 H -2.86575 3.49814 3.90026  C63 1.090
76 H -0.43509 1.99476 2.59960  C64 1.090
77 H -1.27447 0.59853 1.84009  C64 1.090
78 H -0.47429 -0.02006 4.25173  C65 1.090
79 H -2.25633 0.02421 4.12876  C65 1.090
80 H -1.52095 1.26207 5.90101  O66 0.960
81 C 1.46660 0.05290 -0.85599  N82 1.541, H88 1.090, H89 1.090, H90 1.090
82 N 1.31253 -1.05729 -1.91389  C81 1.541, C83 1.526, C84 1.544, C85 1.544
83 C 0.39322 -0.57013 -3.03021  N82 1.526, H91 1.090, H92 1.090, H93 1.090
84 C 2.73583 -1.18139 -2.49903  N82 1.544, H94 1.090, H95 1.090, H96 1.090
85 C 0.86988 -2.43922 -1.38613  N82 1.544, C86 1.592, H97 1.090, H98 1.090
86 C -0.61311 -2.40091 -0.80831  C85 1.592, O87 1.387, H99 1.090, H100 1.090
87 O -0.85570 -1.43640 0.15842  C86 1.387, H101 0.960
88 H 0.51547 0.43950 -0.48994  C81 1.090
89 H 2.04350 0.88476 -1.26009  C81 1.090
90 H 1.94394 -0.36091 0.03227  C81 1.090
91 H 0.69293 0.41733 -3.38120  C83 1.090
92 H -0.59564 -0.48007 -2.58060  C83 1.090
93 H 0.27609 -1.31686 -3.81556  C83 1.090
94 H 3.05495 -0.25052 -2.96781  C84 1.090
95 H 2.56942 -1.95034 -3.25344  C84 1.090
96 H 3.42520 -1.58178 -1.75568  C84 1.090
97 H 1.58042 -2.68864 -0.59808  C85 1.090
98 H 1.17861 -3.13438 -2.16687  C85 1.090
99 H -0.77165 -3.39331 -0.38629  C86 1.090
100 H -1.38652 -2.26600 -1.56444  C86 1.090
101 H -1.63771 -1.58518 0.69501  O87 0.960
102 B 0.17421 3.34114 -2.38126  F103 1.352, F104 1.406, F105 1.412, F106 1.397
103 F -0.55460 2.23949 -2.09398  B102 1.352
104 F 0.75215 3.76351 -1.17129  B102 1.406
105 F 1.08826 3.00610 -3.40369  B102 1.412
106 F -0.77805 4.24826 -2.85219  B102 1.397
107 B 3.30420 0.54715 2.65295  F108 1.355, F109 1.380, F110 1.360, F111 1.389
108 F 3.81330 1.28138 3.67229  B107 1.355
109 F 1.92834 0.63736 2.59864  B107 1.380
110 F 3.87175 0.81577 1.44697  B107 1.360
111 F 3.71860 -0.75645 2.89357  B107 1.389
112 B -3.95534 -1.99350 1.16575  F113 1.396, F114 1.378, F115 1.410, F116 1.393
113 F -4.95318 -1.55820 2.04034  B112 1.396
114 F -2.76750 -1.97028 1.86416  B112 1.378
115 F -4.24780 -3.27720 0.66060  B112 1.410
116 F -4.03885 -1.05956 0.13529  B112 1.393
117 B 4.61176 -2.48323 0.40504  F118 1.334, F119 1.350, F120 1.329, F121 1.344
118 F 5.19720 -3.06289 -0.64440  B117 1.334
119 F 4.33659 -1.17026 0.25346  B117 1.350
120 F 3.50873 -3.14359 0.74253  B117 1.329
121 F 5.51298 -2.64391 1.38957  B117 1.344
122 B 3.81016 -0.59881 -6.23633  F123 1.419, F124 1.309, F125 1.386, F126 1.390
123 F 4.07210 0.10296 -7.44177  B122 1.419
124 F 4.78584 -1.46198 -6.10473  B122 1.309
125 F 3.82205 0.30461 -5.18566  B122 1.386
126 F 2.56850 -1.20664 -6.38538  B122 1.390
127 B -0.25840 -5.24717 -3.61743  F128 1.355, F129 1.387, F130 1.363, F131 1.387
128 F -0.67514 -6.00933 -4.65713  B127 1.355
129 F -1.44497 -4.82722 -3.03455  B127 1.387
130 F 0.38961 -6.03860 -2.71702  B127 1.363
131 F 0.44519 -4.11867 -4.01145  B127 1.387
132 B -0.10267 0.22933 -7.23856  F133 1.373, F134 1.380, F135 1.407, F136 1.355
133 F -1.06245 1.20042 -7.38144  B132 1.373
134 F -0.43873 -0.48181 -6.10405  B132 1.380
135 F 0.00348 -0.54686 -8.40707  B132 1.407
136 F 1.14039 0.72212 -7.02221  B132 1.355

Values from the calculation:
Spin multiplicity: 2
Net charge: -1
Orbital gap (alpha / beta), hartree: 0.269 / 0.150
LUMO energy (alpha / beta), eV: 0.51 / -2.75
E_HOMO (alpha / beta), eV: -6.818 / -6.818
Largest force on an atom, eV Å⁻¹: 5.6

These are the Mulliken partial charges, in e, on atoms 1 to 99: -0.499, -0.895, 0.384, -0.330, -0.661, 0.258, -0.570, -0.891, 0.428, 0.101, 0.221, 0.392, 0.395, 0.434, 0.507, 0.595, 0.362, 0.303, 0.386, -0.802, -0.518, 0.325, -0.338, -0.437, 0.145, -0.053, -0.880, 0.385, 0.427, -0.025, 0.215, 0.312, 0.436, 0.417, 0.375, 0.291, 0.341, 0.376, -0.923, 0.092, -0.902, -0.817, -0.640, -0.419, -0.480, 0.344, 0.376, 0.470, 0.407, 0.375, 0.323, 0.320, 0.307, 0.373, 0.407, 0.496, 0.264, 0.449, 0.101, -1.195, 0.476, -1.138, -0.775, 0.294, -0.453, -0.569, 0.380, 0.441, 0.472, 0.277, 0.521, 0.370, 0.334, 0.275, 0.371, 0.456, -0.408, 0.149, 0.508, 0.314, -0.145, 0.765, -0.994, -0.770, -0.247, -0.589, 0.664, -0.226, 0.458, -0.135, 0.305, 0.080, 0.460, 0.365, 0.491, -0.032, -0.143, 0.414, 0.527